The following is a DFT calculation (ωB97M-V/def2-TZVPD) of a 2-piece molecular cluster, C25H18F4IO4 overall in a non-equilibrium geometry.

Last column: natural (NBO) charge in e.
Atoms and positions in Å:
F -3.393980 3.211526 -3.673792  -0.304
C -3.072283 1.895121 -3.401820  0.406
C -4.085598 0.948082 -3.515941  -0.231
C -3.728243 -0.369725 -3.221369  0.409
F -4.680965 -1.351580 -3.397489  -0.297
C -2.470510 -0.726608 -2.772364  -0.196
C -1.448808 0.262154 -2.654699  -0.152
C -0.181555 -0.177243 -2.138604  0.170
C 1.113868 0.279581 -2.534338  -0.172
C 2.120050 -0.722902 -2.689911  -0.176
C 3.371361 -0.378401 -3.167703  0.407
F 4.295076 -1.376768 -3.393351  -0.297
C 3.737926 0.935726 -3.467963  -0.225
C 2.751222 1.903210 -3.290223  0.391
F 3.066889 3.205705 -3.622370  -0.303
C 1.468022 1.625798 -2.829951  -0.158
C -1.768380 1.595066 -3.025412  -0.213
H -5.093372 1.219303 -3.815420  0.280
H -2.232854 -1.755347 -2.502856  0.284
H -0.184187 -1.198414 -1.763064  0.268
H 1.863208 -1.761177 -2.478623  0.263
H 4.730881 1.188679 -3.828298  0.281
H 0.753170 2.431246 -2.696557  0.227
H -1.020400 2.378731 -2.994058  0.236
C 2.182069 -2.298238 2.530387  -0.670
C 1.016558 -3.237552 2.296731  0.533
C 1.275044 -4.657895 2.824293  -0.630
O -0.146989 -2.765866 3.032274  -0.514
C -0.642662 -1.543760 2.616418  0.740
O -1.267573 -0.867228 3.414062  -0.619
C -0.399157 -1.195318 1.183639  -0.683
I -1.476326 0.497533 0.627986  0.911
C -1.005718 1.912105 2.192793  -0.139
C -1.967823 2.188434 3.155880  -0.222
C -1.680751 3.122969 4.162335  -0.186
C -0.432701 3.752808 4.192564  -0.169
C 0.539516 3.431494 3.241620  -0.216
C 0.251037 2.507555 2.222148  -0.183
C -0.267062 -2.441630 0.414919  0.755
O -0.896092 -2.777833 -0.577032  -0.663
O 0.669143 -3.338641 0.903806  -0.515
H 1.932584 -1.277953 2.214963  0.228
H 2.414271 -2.310509 3.602733  0.236
H 3.066034 -2.639215 1.981803  0.229
H 0.371650 -5.262462 2.698068  0.238
H 2.099422 -5.140763 2.292497  0.229
H 1.518888 -4.606548 3.888106  0.232
H -2.925830 1.676902 3.135158  0.247
H -2.434228 3.351257 4.916138  0.241
H -0.218805 4.497239 4.963442  0.237
H 1.522132 3.900960 3.281165  0.236
H 0.992855 2.260396 1.467271  0.219

Forces on atoms 1 to 2 (eV/Å):
0.5 -1.8 0.3
0.2 1.5 -0.1

Values from the calculation:
Net charge   +1
Energy   -1961.18536 hartree
Energy above the lowest of the compared OMol25 structures with the same formula, charge and spin   0.0000 eV
Highest occupied orbital energy   -11.2 eV
Kohn-Sham gap   4.53 eV
Strongest force on any atom   2.8 eV Å⁻¹